DFT (wB97M-V/def2-TZVPD) results for a single C3H8N2S3 molecule in a non-equilibrium geometry.

XYZ file:
```
16
Properties=species:S:1:pos:R:3:forces:R:3:mulliken_charge:R:1
C -0.921269 0.315293 -1.586025 -0.415 2.064 -1.831 -0.377
C -1.157205 -0.657398 -0.497656 -1.477 -4.055 0.404 -0.478
C -0.100207 1.533689 -1.021094 0.603 0.672 -3.037 -0.465
N -0.641617 -0.245044 0.782749 -1.278 0.667 0.017 -0.432
N 1.154351 -1.353591 2.629187 -0.653 0.922 1.449 -0.454
S 2.310922 -1.572649 1.474699 0.274 -0.298 -0.126 0.020
S 2.450821 0.569113 0.151451 -0.685 0.153 -0.162 -0.301
S 0.268582 0.977811 0.647289 1.957 1.589 0.473 0.190
H -0.348672 -0.022123 -2.488449 -0.825 -0.240 0.896 0.254
H -1.962320 0.659192 -1.889407 1.538 -0.097 -0.103 0.236
H -2.285825 -1.006923 -0.488398 1.994 1.082 0.546 0.248
H -0.665362 -1.633474 -0.630007 0.027 0.124 -0.753 0.230
H 0.862959 1.771924 -1.705782 -2.067 -0.814 2.060 0.349
H -0.709089 2.460579 -1.127101 0.370 -0.581 0.901 0.290
H 0.215181 -1.004847 2.326816 1.097 -0.352 -0.062 0.411
H 1.528751 -0.791552 3.421727 -0.462 -0.836 -0.671 0.278
```
Forces are in eV/Å.

Output
**2S+1**: 3
**F_max**: 4.3 eV/A
**ΔE to the lowest compared entry with this formula, charge and spin**: 0.0 kcal/mol
**Kohn-Sham gap (alpha / beta)**: 6.9145 / 5.8956 eV

---

DFT (wB97M-V/def2-TZVPD) results for a 7-piece molecular cluster, C22H41NO10S overall in a non-equilibrium geometry.

XYZ file:
```
75
Properties=species:S:1:pos:R:3:forces:R:3:mulliken_charge:R:1
C 4.082671 -0.790646 -5.158286 -0.220 -0.509 -0.577 0.061
C 3.233317 0.035447 -5.202643 -0.397 0.452 0.255 -0.695
N 2.196530 0.965836 -5.365146 0.190 -1.287 0.092 0.702
C 1.178390 0.365800 -6.270024 -0.747 -0.838 -0.269 -0.630
S -0.459012 0.309377 -5.507559 0.548 0.304 1.933 0.920
O -0.503078 -0.812054 -4.617509 -0.064 -0.924 -0.707 -0.577
O -0.712768 1.552619 -4.847444 -0.229 0.681 -0.915 -0.520
C 2.787486 2.245619 -6.144776 1.836 3.967 -2.099 0.570
O 3.995942 2.240719 -6.266483 -0.276 -1.262 0.912 -0.586
O 1.953096 3.034361 -6.561355 -1.132 -1.339 0.850 -0.621
H 4.678642 -1.644538 -5.349361 0.447 -0.029 0.438 0.460
H 1.830563 1.234348 -4.436918 -0.198 0.510 -0.050 0.051
H 1.456992 -0.669469 -6.444889 -0.071 -0.099 0.088 0.363
H 1.121862 0.857683 -7.237088 0.077 0.553 0.217 0.427
H -1.279493 0.096944 -6.578938 0.210 0.146 0.062 0.157
C 0.046687 2.443968 -1.312382 0.265 -0.101 -0.248 -0.909
C 1.187853 3.206448 -1.920436 -0.304 -0.077 -0.103 0.790
O 1.891953 2.713397 -2.775543 0.212 -0.157 -0.354 -0.503
C 1.429238 4.608534 -1.427109 0.301 -0.007 -0.193 -1.414
H -0.005394 1.454488 -1.763873 -0.032 0.011 -0.023 0.165
H 0.201339 2.331461 -0.239016 -0.155 0.181 -0.117 0.335
H -0.893043 2.966060 -1.500466 -0.002 0.056 0.167 0.521
H 1.642746 4.594528 -0.357185 -0.174 0.046 0.040 0.324
H 0.550717 5.225363 -1.619631 -0.056 -0.021 0.162 0.383
H 2.281312 5.035626 -1.951680 -0.009 -0.013 -0.015 0.339
C -0.521694 2.082585 3.662765 0.178 0.139 -0.235 -1.202
C -0.996968 1.239248 2.506240 -0.014 -0.178 -0.074 0.697
O -0.531345 1.372163 1.393772 0.002 -0.048 0.253 -0.525
C -2.072134 0.228010 2.787574 0.357 0.117 -0.433 -0.843
H 0.251579 2.766646 3.319091 0.002 -0.013 -0.007 0.298
H -1.352528 2.662689 4.066566 -0.021 -0.123 0.141 0.344
H -0.106030 1.443946 4.443128 -0.148 0.016 0.095 0.341
H -2.965304 0.725909 3.148792 0.022 -0.065 0.216 0.345
H -1.721385 -0.491846 3.527380 -0.175 0.090 0.175 0.376
H -2.313470 -0.303635 1.869060 0.015 -0.018 0.007 0.122
C 2.813900 -1.512007 0.045492 -0.004 -0.267 -0.156 -0.824
C 3.291743 -0.815933 -1.204963 -0.014 0.024 0.002 0.807
O 3.395858 -1.405736 -2.255958 0.005 -0.085 0.064 -0.539
C 3.632746 0.647719 -1.084503 0.130 -0.077 -0.244 -0.733
H 2.604366 -2.555700 -0.181365 -0.001 0.007 -0.038 0.312
H 3.588595 -1.466794 0.813863 -0.127 0.179 0.119 0.122
H 1.898707 -1.041028 0.408587 0.109 0.107 0.152 0.202
H 4.437758 0.783617 -0.359942 -0.118 0.035 0.136 0.448
H 2.753705 1.209609 -0.767373 0.085 -0.022 0.163 -0.065
H 3.960319 1.025626 -2.050622 -0.032 0.011 0.009 0.230
C -6.922611 0.069029 4.103535 0.178 0.178 -0.104 -1.189
C -5.669239 -0.722640 4.378776 -0.025 -0.041 -0.029 0.834
O -4.572875 -0.278089 4.125014 -0.213 -0.040 0.154 -0.521
C -5.840992 -2.092629 4.981787 0.260 -0.005 -0.010 -1.156
H -6.655180 1.030944 3.671355 0.015 -0.004 0.006 0.279
H -7.556063 -0.471096 3.398411 -0.097 -0.056 0.127 0.325
H -7.468274 0.239373 5.032768 -0.116 -0.123 -0.044 0.406
H -6.429284 -2.721942 4.312661 -0.128 0.024 0.087 0.331
H -6.340425 -2.014784 5.948847 -0.151 -0.052 -0.072 0.347
H -4.864345 -2.548904 5.125427 0.006 0.013 -0.014 0.298
C 5.870824 -3.062806 2.821461 -0.045 0.228 -0.130 -1.102
C 5.256241 -2.141399 3.846577 -0.009 0.048 -0.007 0.856
O 4.960421 -1.002717 3.571607 -0.045 0.053 -0.047 -0.547
C 5.026769 -2.700184 5.229591 -0.087 0.229 0.038 -1.094
H 5.977366 -2.529624 1.879277 0.003 0.004 0.005 0.259
H 6.857467 -3.385887 3.156464 -0.068 -0.179 0.032 0.388
H 5.227322 -3.930122 2.665892 0.128 -0.111 0.093 0.312
H 5.975603 -3.010472 5.669715 -0.042 -0.177 -0.031 0.326
H 4.346969 -3.552170 5.180532 0.142 -0.117 0.022 0.314
H 4.582559 -1.932180 5.858545 0.003 0.016 -0.019 0.300
C -4.806954 -0.225273 -0.207064 -0.128 -0.049 0.241 -0.769
C -4.839001 -1.720496 -0.403186 -0.021 -0.020 0.014 0.886
O -5.361003 -2.450535 0.407123 -0.034 -0.029 0.059 -0.565
C -4.191206 -2.262332 -1.653350 -0.067 -0.234 0.130 -1.095
H -5.304382 0.025292 0.727972 0.021 -0.018 0.015 0.101
H -3.773003 0.121184 -0.160582 -0.020 0.090 -0.179 0.130
H -5.327825 0.272152 -1.026685 0.174 0.045 -0.084 0.405
H -3.132158 -1.999926 -1.670090 -0.033 0.134 -0.134 0.287
H -4.683921 -1.853027 -2.536486 0.141 0.116 -0.028 0.318
H -4.285760 -3.345771 -1.667753 -0.011 0.002 0.018 0.309
```
Forces are in eV/Å.

Output
**F_max**: 4.8 eV/A
**Kohn-Sham gap**: 9.2400 eV
**Structure (SMILES)**: C#C[N@H+](C[SH](=O)=O)C(=O)[O-].CC(C)=O.CC(C)=O.CC(C)=O.CC(C)=O.CC(C)=O.CC(C)=O

---

DFT (wB97M-V/def2-TZVPD) results for a 2-piece molecular cluster, C3H8O2 overall in a non-equilibrium geometry.

XYZ file:
```
13
Properties=species:S:1:pos:R:3:forces:R:3:mulliken_charge:R:1
C 1.395466 -0.839674 -2.018465 -0.631 1.538 3.624 -0.417
O 0.040069 -1.226448 -1.752175 0.458 -0.270 -0.189 -0.094
H 2.169589 -1.580517 -2.251268 -0.587 -0.527 -0.184 0.319
H 1.370070 0.011833 -2.652063 -0.172 0.147 -1.535 0.315
H 1.674243 -0.390619 -1.016062 0.443 -0.696 -0.766 0.228
H -0.166013 -1.331002 -0.763424 0.156 -0.230 -0.269 0.479
O -0.637613 -1.005112 1.007034 1.928 4.966 1.691 -0.556
C -0.398585 0.161993 1.609422 -0.710 -7.105 -1.610 0.203
C -1.296971 1.258907 1.380555 -2.086 0.759 -0.482 -0.759
H 0.433810 0.116372 2.401705 -1.079 0.433 -1.205 0.363
H -2.445887 1.063730 1.392326 2.233 -0.293 -0.382 0.314
H -1.014655 1.842542 0.498638 -0.119 -0.282 -0.251 0.278
H -1.123525 1.917995 2.163777 0.166 1.560 1.559 0.327
```
Forces are in eV/Å.

Output
**2S+1**: 2
**F_max**: 7.3 eV/A
**ΔE to the lowest compared entry with this formula, charge and spin**: 70.9 kcal/mol
**Kohn-Sham gap (alpha / beta)**: 11.0947 / 4.7131 eV
**Total charge**: +1

---

DFT (wB97M-V/def2-TZVPD) results for a single C8H10ClN molecule in a non-equilibrium geometry.

XYZ file:
```
20
Properties=species:S:1:pos:R:3:forces:R:3:mulliken_charge:R:1
C -2.443463 0.799090 -0.388040 1.748 0.319 0.821 -0.610
C -1.517822 1.787054 -0.079796 -1.181 2.715 -1.033 -0.522
C -1.978442 -0.493822 -0.533047 -1.631 -0.357 -1.509 -0.555
C -0.143730 1.618383 -0.038293 0.205 1.196 1.843 -0.391
C -0.632106 -0.749576 -0.379915 0.428 0.398 0.247 0.891
C 0.261837 0.320104 -0.085822 3.622 -2.147 0.875 0.626
C -0.173762 -2.152490 -0.506041 -1.082 -1.559 0.001 -1.479
C 1.899580 -0.069337 0.401593 -4.045 -2.748 -1.418 -0.132
N 2.327704 0.614296 1.525803 -3.209 3.197 -1.231 -0.476
Cl 3.071085 0.112490 -0.997869 -0.223 -0.025 -0.266 -0.240
H -3.459008 1.068830 -0.421297 -1.139 0.100 -0.281 0.423
H -1.888644 2.847584 -0.062664 0.249 -1.117 0.302 0.263
H -2.723267 -1.244762 -0.980228 1.432 0.751 1.133 0.180
H 0.505864 2.509275 0.341819 -1.064 -1.793 -1.133 0.135
H 0.854132 -2.141548 -0.891439 -0.638 -0.882 -0.526 0.373
H -0.179352 -2.672250 0.440049 0.681 0.310 1.000 0.368
H -1.015413 -2.862848 -0.906526 1.875 1.551 -0.639 0.309
H 1.853522 -1.215386 0.610061 0.331 2.142 -0.399 0.289
H 3.215591 0.255856 1.696048 2.166 0.491 0.808 0.259
H 2.165694 1.669060 1.255610 1.476 -2.541 1.406 0.288
```
Forces are in eV/Å.

Output
**F_max**: 5.1 eV/A
**ΔE to the lowest compared entry with this formula, charge and spin**: 53.9 kcal/mol
**Kohn-Sham gap**: 9.9730 eV
**Structure (SMILES)**: Cc1ccccc1[C@H](N)Cl

---

DFT (wB97M-V/def2-TZVPD) results for C19H23Br4F6MgNO9S2Si as an isolated structure.

XYZ file:
```
66
Properties=species:S:1:pos:R:3:forces:R:3:mulliken_charge:R:1
Mg 0.735120 0.794242 0.118382 0.798 -0.193 0.264 1.724
C -0.675187 1.389907 3.884644 -0.078 0.079 -0.017 -0.477
O -0.411001 0.099082 3.390314 0.078 0.005 0.023 -0.245
C -1.557877 -0.562209 2.935249 -0.043 -0.003 -0.069 -0.402
C -1.118638 -1.742535 2.100356 -0.075 -0.001 -0.021 -0.668
O -1.054903 -1.364698 0.735897 -0.054 0.016 0.012 0.051
C -0.588426 -2.437691 -0.060037 0.021 0.032 0.029 -0.434
C -0.496549 -1.948524 -1.484532 -0.069 -0.013 0.040 -0.863
O 0.523380 -0.989933 -1.630948 0.011 0.064 -0.016 -0.052
C 1.793616 -1.568558 -1.886878 0.047 -0.004 -0.013 -0.799
H -1.351856 1.344755 4.752399 0.015 -0.002 0.012 0.379
H 0.274999 1.826278 4.176460 0.038 0.013 0.021 0.036
H -1.121503 2.020870 3.109190 0.018 -0.018 0.035 0.124
H -2.172666 -0.896426 3.787923 0.028 -0.023 -0.011 0.497
H -2.173506 0.102682 2.314638 0.015 -0.031 0.031 0.067
H -0.130896 -2.072930 2.441269 0.003 -0.009 0.009 0.182
H -1.829940 -2.575875 2.200498 -0.005 0.002 0.010 0.484
H 0.395370 -2.757366 0.302313 -0.008 -0.014 0.003 0.167
H -1.292173 -3.282827 0.007379 -0.001 0.008 -0.013 0.546
H -0.327281 -2.796234 -2.161816 0.016 0.003 0.007 0.507
H -1.431044 -1.458727 -1.762270 -0.011 0.012 0.007 0.116
H 1.767128 -2.091656 -2.851690 -0.004 0.005 -0.010 0.295
H 2.504077 -0.748241 -1.929554 0.018 0.016 -0.014 0.153
H 2.090511 -2.253533 -1.090128 0.007 0.006 0.016 0.280
Br 5.256561 1.069175 5.423655 -0.016 -0.020 -0.012 -0.245
C 4.151371 0.446820 4.006767 0.035 0.025 0.032 0.148
C 4.258999 -0.848933 3.555118 0.016 -0.015 -0.031 0.134
Br 5.508633 -2.056526 4.322483 -0.017 0.009 0.005 -0.250
C 3.444262 -1.272849 2.482466 0.006 -0.014 0.068 -0.211
Br 3.478274 -3.066950 1.843466 0.003 -0.003 -0.009 -0.261
C 2.538720 -0.430175 1.856151 0.027 0.264 0.356 -0.491
O 1.760682 -0.775449 0.893783 -0.270 -0.107 -0.330 0.443
C 2.414319 0.945637 2.338869 -0.016 -0.134 -0.001 0.315
O 1.544096 1.691858 1.762686 -0.002 -0.016 -0.084 -1.064
C 3.229218 1.328529 3.404012 0.007 -0.008 -0.023 0.038
Br 3.030425 3.122561 3.999322 -0.019 -0.005 0.002 -0.216
C 2.896180 4.871987 -3.855027 0.020 -0.039 -0.032 -0.855
Si 2.941594 2.999443 -4.010475 -0.003 0.031 0.038 -0.024
C 4.695893 2.500029 -4.495914 -0.011 -0.015 0.030 -1.065
C 1.793923 2.489976 -5.409490 0.038 0.022 0.007 -0.831
C 2.434072 2.224480 -2.465989 -0.047 -0.032 -0.059 -0.518
C 1.859019 1.729099 -1.501713 -0.255 0.013 0.118 0.447
H 3.199749 5.364048 -4.784200 -0.010 0.006 0.001 0.267
H 3.556883 5.205464 -3.052224 0.005 0.000 0.008 0.296
H 1.879766 5.180812 -3.607261 -0.027 0.024 0.001 0.167
H 5.016058 3.005751 -5.411320 0.002 0.007 -0.015 0.251
H 4.754965 1.421757 -4.660908 0.002 -0.008 0.002 0.261
H 5.397863 2.751491 -3.698246 0.013 0.008 0.002 0.304
H 2.057250 2.986237 -6.348718 -0.002 0.002 -0.006 0.274
H 0.770652 2.758602 -5.144003 -0.024 0.005 -0.010 0.215
H 1.832726 1.409566 -5.565634 -0.002 -0.007 0.012 0.284
F -3.798889 1.250997 0.694597 -0.001 0.000 -0.038 -0.209
C -3.562992 1.988834 -0.397500 -0.071 0.003 -0.032 0.477
F -4.115601 3.190123 -0.208818 0.037 -0.089 0.019 -0.244
F -4.168086 1.398734 -1.427474 0.013 0.060 0.060 -0.220
S -1.722806 2.117233 -0.692916 0.085 0.078 0.305 1.103
O -1.403959 1.041203 -1.576404 -0.263 -0.185 -0.616 -0.754
O -1.148455 1.944724 0.629308 0.097 0.148 -0.078 -0.886
N -1.455145 3.558579 -1.187470 -0.076 0.070 -0.035 -0.306
S -1.809302 4.098245 -2.631661 -0.005 -0.056 0.137 0.861
O -0.672808 4.228784 -3.486388 -0.023 0.059 -0.072 -0.554
O -3.036145 3.572085 -3.164792 -0.030 -0.026 -0.033 -0.671
C -2.217234 5.829980 -2.143811 -0.023 0.047 -0.039 0.625
F -2.617495 6.503789 -3.236686 0.040 -0.039 0.054 -0.241
F -1.164118 6.462158 -1.631013 -0.016 -0.007 -0.007 -0.231
F -3.212141 5.873302 -1.253414 0.016 -0.003 -0.028 -0.229
```
Forces are in eV/Å.

Output
**F_max**: 0.9 eV/A
**ΔE to the lowest compared entry with this formula, charge and spin**: 0.0 kcal/mol
**Kohn-Sham gap**: 5.7581 eV
**Total charge**: -2

---

DFT (wB97M-V/def2-TZVPD) results for a single C4H5FS molecule in a non-equilibrium geometry.

XYZ file:
```
11
Properties=species:S:1:pos:R:3:forces:R:3:mulliken_charge:R:1
C -1.098988 -0.287247 -0.141439 -2.404 -0.498 1.767 0.023
C -0.842815 -1.272326 0.717977 1.963 0.754 -1.012 -0.152
C -0.015663 0.520013 -0.714010 0.195 0.440 1.022 -0.579
C 1.212013 0.547694 0.238930 -0.762 0.632 -1.274 -0.565
F -1.598749 -2.130789 1.374010 0.893 0.549 -0.623 -0.170
S 1.751611 -1.121326 0.444755 -2.284 -0.866 0.368 -0.176
H -2.182122 0.067224 -0.226179 1.464 -0.700 -0.033 0.288
H 0.334200 0.012017 -1.576406 0.337 -0.187 -1.263 0.274
H -0.300293 1.548379 -0.955866 -0.241 -0.248 0.003 0.374
H 1.781817 1.258486 -0.411860 0.785 -0.773 1.347 0.336
H 0.958988 0.857874 1.250089 0.053 0.897 -0.304 0.347
```
Forces are in eV/Å.

Output
**F_max**: 3.0 eV/A
**ΔE to the lowest compared entry with this formula, charge and spin**: 74.1 kcal/mol
**Kohn-Sham gap (alpha / beta)**: 7.6548 / 7.6379 eV